119
Properties=species:S:1:pos:R:3:forces:R:3 method="wB97M-V/def2-TZVPD" largest_force_ev_per_a=0.32 lumo_ev=3.872 e_tot_ha=-5644.10800 homo_lumo_gap_ev=5.68 charge=-2
K 0.7417 1.2584 0.1109 -0.3 0.1 0.0
C 3.2226 -1.1506 -4.5077 0.0 0.0 0.0
Si 1.9453 -0.0640 -3.6327 0.0 0.0 0.0
C 2.7769 1.5656 -3.2748 0.0 -0.1 -0.1
C 0.5363 0.1700 -4.8624 0.1 0.0 0.0
N 1.4077 -0.7796 -2.1250 0.0 0.0 -0.1
P 0.2734 -1.8390 -1.4344 0.0 -0.1 -0.2
C -0.1650 -1.7133 0.0996 0.0 0.2 0.0
P -1.4276 -1.2542 1.0613 0.2 -0.2 0.1
N -1.5490 0.2164 1.6203 -0.1 0.2 0.1
Si -1.7676 0.9571 3.1132 0.0 0.0 0.0
C -1.1928 2.7567 3.1033 0.0 0.0 0.0
C -0.9181 0.1268 4.5840 0.0 0.0 -0.1
C -3.6096 1.0428 3.6068 0.0 0.0 0.0
C -1.4457 -2.4245 2.4881 0.0 0.0 -0.1
C -0.2346 -2.9112 2.9724 0.0 0.0 0.0
C -0.1961 -3.7072 4.1079 0.0 0.0 0.0
C -1.3727 -4.0433 4.7673 0.0 0.0 0.0
C -2.5872 -3.5762 4.2828 0.0 0.0 0.0
C -2.6191 -2.7691 3.1527 0.0 0.0 0.0
C -3.0377 -1.6705 0.2636 0.0 0.0 0.0
C -3.1966 -2.8509 -0.4605 0.0 0.0 0.0
C -4.3854 -3.1234 -1.1184 0.0 0.0 0.0
C -5.4381 -2.2154 -1.0604 0.0 0.0 0.0
C -5.2946 -1.0434 -0.3345 0.0 0.0 0.0
C -4.0996 -0.7764 0.3247 0.0 0.0 0.0
C -1.0748 -1.6835 -2.6750 0.0 0.0 0.1
C -1.4574 -2.6704 -3.5788 0.1 0.0 0.0
C -2.5750 -2.4958 -4.3852 0.0 0.0 0.0
C -3.3341 -1.3398 -4.2886 0.0 0.0 0.0
C -2.9754 -0.3569 -3.3745 0.0 0.0 0.0
C -1.8594 -0.5341 -2.5750 0.0 0.0 0.0
C 1.0076 -3.4915 -1.7660 0.0 0.0 0.0
C 1.6032 -3.8304 -2.9760 0.0 0.0 0.0
C 2.1219 -5.1007 -3.1827 0.0 0.0 0.0
C 2.0565 -6.0474 -2.1677 0.0 0.0 0.0
C 1.4741 -5.7146 -0.9520 0.0 0.0 0.0
C 0.9515 -4.4432 -0.7544 0.0 0.0 0.0
H 3.7272 -0.5340 -5.2588 0.0 0.0 0.0
H 2.8058 -2.0161 -5.0296 0.0 0.1 0.0
H 3.9706 -1.4998 -3.7939 0.0 0.0 0.0
H 3.2545 1.9535 -4.1814 0.0 0.0 0.0
H 3.5203 1.4076 -2.4899 0.0 0.0 0.0
H 2.0865 2.3245 -2.9042 0.0 0.0 0.0
H 0.9661 0.6071 -5.7709 0.0 0.0 0.0
H -0.2322 0.8495 -4.4962 0.0 0.0 0.0
H 0.0458 -0.7676 -5.1330 0.0 0.0 0.0
H -0.2958 2.8966 2.4985 0.0 0.0 0.0
H -0.9633 3.0737 4.1264 0.0 0.0 0.0
H -1.9697 3.4218 2.7176 0.0 0.0 0.0
H 0.1363 -0.0475 4.3577 0.0 0.0 0.0
H -1.3734 -0.8362 4.8291 0.0 0.0 0.0
H -0.9817 0.7689 5.4690 0.0 0.0 0.0
H -4.2034 1.5842 2.8629 0.0 0.0 0.0
H -3.7384 1.5520 4.5682 0.0 0.0 0.0
H -4.0315 0.0372 3.6991 0.0 0.0 0.0
H 0.6736 -2.6443 2.4416 0.0 0.0 0.0
H 0.7566 -4.0638 4.4830 0.0 0.0 0.0
H -1.3429 -4.6664 5.6542 0.0 0.0 0.0
H -3.5110 -3.8357 4.7882 0.0 0.0 0.0
H -3.5709 -2.3990 2.7850 0.0 0.0 0.0
H -2.3615 -3.5407 -0.5250 0.0 0.0 0.0
H -4.4867 -4.0351 -1.6963 0.0 0.0 0.0
H -6.3628 -2.4206 -1.5884 0.0 0.0 0.0
H -6.1105 -0.3302 -0.2854 0.0 0.0 0.0
H -3.9658 0.1374 0.8919 0.0 0.0 0.0
H -0.8853 -3.5871 -3.6539 0.0 0.0 0.0
H -2.8596 -3.2748 -5.0841 0.0 0.0 0.0
H -4.2130 -1.2105 -4.9095 0.0 0.0 0.0
H -3.5711 0.5434 -3.2760 0.0 0.0 0.0
H -1.5951 0.2194 -1.8406 0.0 0.0 0.0
H 1.6685 -3.0875 -3.7604 0.0 0.0 0.0
H 2.5870 -5.3480 -4.1301 0.0 0.0 0.0
H 2.4655 -7.0397 -2.3224 0.0 0.0 0.0
H 1.4278 -6.4465 -0.1536 0.0 0.0 0.0
H 0.4940 -4.1466 0.1843 0.0 0.0 0.0
O -1.2839 3.5157 -3.2244 0.0 0.0 0.0
C -0.6099 2.8113 -2.6551 0.0 0.0 -0.1
O 2.6799 -0.9381 -1.4458 0.1 0.0 0.0
O 2.9379 0.1820 -0.5935 0.1 -0.2 -0.1
Cl 4.6952 4.2643 -0.8031 0.0 0.0 0.0
C 3.3436 5.3640 -0.4615 0.0 0.0 0.1
Cl 3.4829 5.9293 1.2320 0.0 0.0 0.0
Cl 3.4836 6.7852 -1.5190 0.0 0.0 0.0
C 1.9682 4.5522 -0.6714 0.1 0.1 -0.1
O 1.3565 4.8453 -1.6996 0.0 -0.1 0.1
O 1.7589 3.7371 0.2324 0.0 0.0 0.0
C -2.7915 5.0934 0.2596 0.0 0.0 0.0
C -3.5763 4.0272 -0.5046 0.0 0.0 0.0
C -2.7915 2.7720 -0.1465 0.0 0.0 0.0
O -1.4330 3.1837 -0.0550 -0.1 0.0 0.0
C -1.3532 4.6064 0.0975 0.0 0.0 0.0
H -3.0843 5.0899 1.3125 0.0 0.0 0.0
H -2.9307 6.1011 -0.1341 0.0 0.0 0.0
H -3.5235 4.2165 -1.5795 0.0 0.0 0.0
H -4.6249 3.9598 -0.2102 0.0 0.0 0.0
H -2.8643 1.9769 -0.8926 0.0 0.0 0.0
H -3.1135 2.3536 0.8117 0.0 0.0 0.0
H -0.8733 5.0218 -0.7916 0.0 0.0 0.0
H -0.7204 4.8228 0.9586 0.0 0.0 0.0
O 1.6363 1.0821 2.5601 0.0 0.0 0.1
C 2.7328 1.2107 3.0492 0.1 0.1 0.0
C 3.4583 2.5372 3.0993 0.0 0.0 -0.1
C 4.8571 2.3717 2.4711 0.0 0.0 0.0
C 4.9059 1.3941 1.2793 0.0 0.0 0.0
C 5.0735 -0.0987 1.6071 0.0 0.0 0.0
C 3.8746 -0.7350 2.3087 0.0 0.0 0.0
N 3.4765 0.1034 3.4634 0.0 -0.1 0.1
H 3.5198 2.9035 4.1292 0.0 0.0 0.0
H 2.8639 3.2401 2.5148 0.0 0.0 0.0
H 5.5864 2.0583 3.2306 0.0 0.0 0.0
H 5.1802 3.3566 2.1267 0.0 0.0 0.0
H 5.7508 1.6833 0.6480 0.0 0.0 0.0
H 4.0226 1.5181 0.6481 0.0 0.0 0.0
H 5.9738 -0.2302 2.2282 0.0 0.0 0.0
H 5.2303 -0.6287 0.6659 0.0 0.0 0.0
H 4.1067 -1.7436 2.6582 0.0 0.0 0.0
H 3.0371 -0.7842 1.6107 0.0 0.0 0.0
H 4.3147 0.4153 3.9394 0.0 0.0 0.0